1.
A molecular structure, C30H22IN7NiO2S2, computed with ωB97M-V/def2-TZVPD.

Structure (XYZ):
```
65
Properties=species:S:1:pos:R:3:nbo_charge:R:1
Ni -0.003 -0.714 -0.153 1.276
C 2.059 -1.345 3.820 -0.085
O 1.270 -0.119 3.830 -0.469
C 0.965 0.098 2.552 0.565
N 1.474 -0.633 1.654 -0.522
C 2.395 -1.569 2.328 -0.098
C 2.263 -2.999 1.856 -0.070
C 2.996 -4.003 2.482 -0.166
C 2.921 -5.309 2.020 -0.220
C 2.118 -5.621 0.930 -0.206
C 1.383 -4.623 0.305 -0.193
C 1.461 -3.321 0.772 -0.203
C 0.029 1.187 2.190 0.151
C -0.511 2.088 3.089 -0.186
C -1.391 3.044 2.604 -0.144
C -1.718 3.048 1.257 -0.191
C -1.138 2.090 0.441 0.143
N -0.273 1.191 0.895 -0.454
C -1.509 1.895 -0.977 0.534
N -1.148 0.876 -1.639 -0.502
C -1.862 0.936 -2.933 -0.124
C -2.506 2.341 -2.906 -0.088
O -2.318 2.800 -1.540 -0.476
C -1.033 0.663 -4.165 -0.047
C 0.076 -0.174 -4.132 -0.145
C 0.779 -0.462 -5.293 -0.206
C 0.382 0.083 -6.505 -0.213
C -0.734 0.905 -6.551 -0.206
C -1.438 1.189 -5.390 -0.214
H 1.445 -2.148 4.225 0.210
H 2.928 -1.186 4.451 0.202
H 3.414 -1.231 2.113 0.211
H 3.633 -3.767 3.329 0.196
H 3.492 -6.086 2.512 0.214
H 2.067 -6.639 0.565 0.219
H 0.748 -4.845 -0.544 0.238
H 0.902 -2.531 0.288 0.190
H -0.253 2.024 4.137 0.248
H -1.833 3.769 3.274 0.233
H -2.419 3.757 0.839 0.247
H -2.635 0.164 -2.876 0.244
H -3.571 2.338 -3.119 0.209
H -2.002 3.045 -3.567 0.194
H 0.380 -0.616 -3.197 0.211
H 1.631 -1.130 -5.247 0.217
H 0.933 -0.140 -7.410 0.216
H -1.056 1.331 -7.493 0.215
H -2.317 1.821 -5.453 0.204
S -1.674 -1.343 1.374 -0.388
C -2.368 -2.778 0.668 -0.273
C -3.285 -3.516 1.496 0.269
N -4.005 -4.087 2.189 -0.320
C -2.087 -3.187 -0.585 -0.284
S -0.973 -2.361 -1.645 -0.382
C -2.749 -4.342 -1.134 0.268
N -3.276 -5.247 -1.611 -0.321
I 5.525 -0.842 -3.068 0.206
C 3.708 -0.266 -2.304 -0.301
C 3.136 0.981 -2.388 -0.048
N 1.958 0.900 -1.748 -0.309
N 1.728 -0.327 -1.269 -0.351
C 2.787 -1.052 -1.594 -0.041
H 3.481 1.889 -2.851 0.239
H 1.233 1.592 -1.658 0.430
H 2.846 -2.093 -1.318 0.249
```

Values from the calculation:
Multiplicity: 3
Energy relative to the best compared isomer or geometry (same formula, charge and spin), kcal per mole: 21.11
Total charge: 0
HOMO energy (spin up / spin down), eV: -6.83 / -6.79
Energy, hartree: -4292.58546


2.
2 unconnected molecules or ions with the total composition ClH3N2 at a distorted geometry, computed with ωB97M-V/def2-TZVPD.

Structure (XYZ):
```
6
Properties=species:S:1:pos:R:3:nbo_charge:R:1
N 0.621 0.723 0.098 -0.616
N -1.719 0.525 -0.828 -0.488
Cl -2.901 -0.212 0.059 0.171
H 1.101 0.044 -0.437 0.300
H 0.057 0.359 0.888 0.312
H -1.778 0.019 -1.766 0.321
```

Values from the calculation:
Energy relative to the best compared isomer or geometry (same formula, charge and spin), kcal per mole: 65.24
Total charge: 0
HOMO energy (spin up / spin down), eV: -9.98 / -10.19
Energy, hartree: -571.32176


3.
3 unconnected molecules or ions with the total composition C10H20IN4O2S, computed with ωB97M-V/def2-TZVPD.

Structure (XYZ):
```
38
Properties=species:S:1:pos:R:3:nbo_charge:R:1
S 2.252 0.397 -1.605 0.273
N 1.240 -0.932 -2.000 -0.713
C -0.068 -0.917 -1.736 0.571
N -0.740 0.087 -1.153 -0.454
C -1.992 -0.323 -1.094 0.274
N -2.159 -1.541 -1.611 -0.353
I -3.803 -2.712 -1.793 0.527
N -0.912 -1.925 -2.032 -0.381
H 3.002 -0.279 -0.721 0.128
H 1.649 -1.739 -2.446 0.426
H -2.815 0.237 -0.679 0.250
H -0.755 -2.821 -2.470 0.451
C -1.060 -3.571 1.901 -0.434
C 0.095 -2.658 1.496 -0.423
C 1.252 -3.648 1.419 -0.068
O 0.682 -4.890 1.010 -0.531
C -0.737 -4.843 1.126 -0.063
H -2.046 -3.169 1.663 0.207
H -1.023 -3.752 2.976 0.222
H -0.094 -2.223 0.510 0.159
H 0.278 -1.843 2.194 0.232
H 1.731 -3.770 2.394 0.183
H 2.020 -3.363 0.697 0.173
H -1.176 -4.819 0.119 0.140
H -1.086 -5.748 1.623 0.202
C -0.074 5.063 -0.816 -0.432
C 0.246 3.670 -0.276 -0.429
C 1.447 3.960 0.617 -0.066
O 1.262 5.278 1.118 -0.530
C 0.212 5.933 0.403 -0.067
H -1.096 5.171 -1.177 0.216
H 0.606 5.318 -1.631 0.205
H -0.588 3.295 0.323 0.195
H 0.465 2.936 -1.050 0.209
H 2.381 3.919 0.044 0.159
H 1.531 3.273 1.462 0.181
H -0.668 6.010 1.050 0.166
H 0.541 6.939 0.146 0.192
```

Values from the calculation:
Total charge: +1
HOMO energy, eV: -11.30
Energy, hartree: -1458.08662


4.
A molecular structure, C5H10O2 at a distorted geometry, computed with ωB97M-V/def2-TZVPD.

Structure (XYZ):
```
17
Properties=species:S:1:pos:R:3:nbo_charge:R:1
O -0.832 1.763 1.091 -0.728
C -0.158 1.965 -0.138 -0.056
C 0.764 0.782 -0.354 -0.420
C 0.013 -0.560 -0.376 -0.354
C 0.851 -1.854 -0.479 -0.061
O 0.298 -2.331 0.779 -0.525
C -0.608 -1.284 0.811 0.057
H -1.501 2.453 1.175 0.472
H 0.424 2.900 -0.117 0.162
H -0.872 2.021 -0.974 0.159
H 1.551 0.822 0.423 0.213
H 1.287 0.930 -1.312 0.217
H -1.047 -0.786 -0.758 0.263
H 1.948 -1.781 -0.407 0.182
H 0.581 -2.528 -1.302 0.176
H -1.818 -1.639 0.159 0.039
H -0.882 -0.874 1.779 0.205
```

Values from the calculation:
Energy relative to the best compared isomer or geometry (same formula, charge and spin), kcal per mole: 112.48
Total charge: 0
HOMO energy, eV: -8.95
Energy, hartree: -346.84619


5.
A molecular structure, C27H58BaO4P2Si at a distorted geometry, computed with ωB97M-V/def2-TZVPD.

Structure (XYZ):
```
93
Properties=species:S:1:pos:R:3:mulliken_charge:R:1
P -5.139 -0.517 -3.107 1.692
P -3.255 -3.487 -3.004 1.574
C -5.388 -1.961 -4.224 -1.134
C -4.999 -3.332 -3.639 -1.219
H -4.833 -1.746 -5.153 0.328
H -6.462 -1.957 -4.460 0.593
H -5.671 -3.623 -2.815 0.393
H -5.074 -4.089 -4.431 0.562
C -2.346 -3.747 -4.575 -1.528
H -1.272 -3.816 -4.362 0.367
H -2.521 -2.924 -5.281 0.310
H -2.709 -4.694 -4.998 0.540
C -3.279 -5.151 -2.279 -1.369
H -3.298 -5.886 -3.091 0.427
H -4.167 -5.263 -1.645 0.386
H -2.374 -5.283 -1.676 0.331
C -5.563 0.958 -4.071 -1.524
H -5.206 1.840 -3.523 0.368
H -6.653 1.008 -4.196 0.418
H -5.064 0.906 -5.047 0.360
C -6.528 -0.667 -1.939 -1.632
H -6.486 -1.611 -1.378 0.328
H -7.464 -0.618 -2.511 0.485
H -6.494 0.169 -1.229 0.364
Ba 0.002 0.423 2.220 1.690
C -1.444 -2.381 -1.661 -0.932
C -0.839 -1.688 -2.688 -0.951
C -1.616 -0.687 -3.456 0.527
C -1.505 0.764 -2.911 -0.643
C -2.581 1.213 -1.997 -0.690
C -3.508 0.468 -1.343 -0.456
C -3.389 -0.989 -0.982 0.442
C -2.043 -1.554 -0.518 0.393
C -0.018 2.528 0.636 -1.299
H -1.174 -3.406 -1.401 0.914
H 0.232 -1.759 -2.926 0.318
H -2.670 -1.020 -3.507 -0.848
H -1.254 -0.697 -4.501 0.541
H -0.520 0.911 -2.439 -0.001
H -1.495 1.428 -3.794 0.458
H -2.632 2.302 -1.878 0.568
H -4.371 0.981 -0.886 0.531
H -3.647 -1.582 -1.909 -1.644
H -4.180 -1.298 -0.272 0.490
H -1.358 -0.746 -0.180 -0.948
H -2.225 -2.176 0.374 0.533
H -0.679 3.274 1.109 0.390
H -0.498 2.185 -0.299 -0.047
H 0.918 3.038 0.363 0.218
C 4.233 -2.243 3.201 -1.727
C 3.878 -1.073 4.115 1.582
C 2.406 -1.192 4.512 -0.782
C 4.769 -1.101 5.354 -1.670
O 4.173 0.178 3.442 -0.621
Si 3.178 0.845 2.310 0.229
O 2.200 -0.169 1.559 -1.098
O 2.105 1.848 3.152 0.395
C 2.431 3.021 4.038 1.534
C 1.072 3.631 4.353 -1.763
C 3.127 2.514 5.291 -1.407
C 3.319 3.997 3.280 -1.520
O 4.144 1.789 1.391 0.271
C 4.293 1.999 -0.031 2.055
C 3.357 1.129 -0.860 -1.749
C 4.026 3.468 -0.331 -1.636
C 5.728 1.670 -0.427 -1.840
H 4.043 -3.180 3.744 0.460
H 5.299 -2.210 2.941 0.352
H 3.620 -2.227 2.290 0.229
H 2.295 -2.091 5.134 0.579
H 2.064 -0.337 5.113 0.133
H 1.766 -1.341 3.623 -0.284
H 5.827 -1.036 5.066 0.367
H 4.530 -0.273 6.036 0.336
H 4.608 -2.052 5.876 0.407
H 0.446 2.932 4.928 0.329
H 1.189 4.542 4.955 0.369
H 0.538 3.899 3.430 0.323
H 4.075 2.019 5.047 0.206
H 3.359 3.359 5.960 0.493
H 2.485 1.819 5.849 0.245
H 4.296 3.558 3.048 0.309
H 2.832 4.329 2.354 0.271
H 3.500 4.899 3.890 0.500
H 2.306 1.417 -0.717 0.193
H 3.610 1.277 -1.922 0.539
H 3.476 0.066 -0.622 0.285
H 4.710 4.120 0.227 0.349
H 4.191 3.636 -1.403 0.473
H 2.991 3.750 -0.095 0.140
H 6.442 2.321 0.093 0.383
H 5.965 0.620 -0.210 0.380
H 5.834 1.832 -1.509 0.405
```

Values from the calculation:
Total charge: 0
HOMO energy, eV: -6.41
Energy, hartree: -2362.22664


6.
2 unconnected molecules or ions with the total composition C4H4N2O, computed with ωB97M-V/def2-TZVPD.

Structure (XYZ):
```
11
Properties=species:S:1:pos:R:3:nbo_charge:R:1
N -2.312 0.785 -0.817 -0.235
C -1.212 0.465 -1.017 0.145
C 0.099 0.066 -1.366 0.027
O 1.108 0.039 -0.544 -0.318
C 1.201 0.221 0.740 0.028
C 0.140 0.657 1.567 0.145
N -0.679 1.017 2.309 -0.235
H 0.364 -0.182 -2.382 0.224
H -0.315 -2.024 -0.073 -0.004
H 0.011 -1.982 0.599 -0.002
H 2.198 0.071 1.127 0.224
```

Values from the calculation:
Energy relative to the best compared isomer or geometry (same formula, charge and spin), kcal per mole: 115.08
Total charge: 0
HOMO energy, eV: -9.13
Energy, hartree: -339.39828